Run a
The following is a DFT calculation (the ωB97M-V functional and the def2-TZVPD basis) of a 2-piece molecular cluster, C2H7NO2S overall.

Atoms and positions in Å:
C: 1.19646 -0.15363 0.67961
C: -0.63484 0.93125 -0.02665
N: 1.45894 -1.14791 -0.17491
O: -3.31986 0.01536 -0.26676
O: -1.27330 -1.48342 -0.09311
S: -1.74788 -0.23450 0.45651
H: 1.03425 -0.46813 1.76497
H: 1.98562 0.67514 0.65657
H: -0.46765 1.85643 0.49968
H: -0.46725 0.81250 -1.10719
H: -3.39137 0.86720 0.13142
H: 0.67408 -1.84200 -0.29781
H: 1.66791 -0.86988 -1.07722

Computed properties:
HOMO-LUMO gap, eV: 9.170
E_HOMO, eV: -8.815

***

Run b
The following is a DFT calculation (the ωB97M-V functional and the def2-TZVPD basis) of C2H7NO2S in the gas phase.

Atoms and positions in Å:
C: -2.07828 -0.24070 0.33543
S: -0.64331 -1.11864 0.24798
O: 0.19200 -1.29228 1.41641
O: 0.02799 -0.20338 -0.93171
C: 0.60695 1.05756 -0.56366
N: 1.98656 0.95372 0.02664
H: -2.90634 -0.70352 0.02044
H: -2.10273 -0.21991 1.37617
H: -0.45332 -2.22551 -0.70187
H: 0.83479 1.45272 -1.59343
H: -0.06498 1.65313 -0.00324
H: 1.89984 0.42736 0.91460
H: 2.70083 0.45943 -0.54376

Computed properties:
HOMO-LUMO gap, eV: 9.106
E_HOMO, eV: -8.847
SMILES string: C=[S@H](=O)OCN

***

Q: What are the energies relative to the best structure? A: run a 0.0; run b 23.9, in kcal/mol.

***

Run a
The following is a DFT calculation (the ωB97M-V functional and the def2-TZVPD basis) of a 2-piece molecular cluster, C5H4F2N2 overall.

Atoms and positions in Å:
C: -1.98392 -1.98020 -0.67007
C: -1.61329 -0.80924 -0.24377
C: -1.55303 0.44187 -0.04260
N: -0.72540 1.54744 0.01504
N: -1.80491 1.66706 0.67087
H: -1.61758 -2.94884 -0.26354
H: -2.78941 -2.08631 -1.42474
C: 1.87427 1.39153 0.54322
C: 2.15179 0.17515 0.13260
F: 2.53740 -0.19565 -1.04741
F: 1.94285 -0.92812 0.92234
H: 2.18513 2.28929 -0.00412
H: 1.39610 1.43604 1.41219

Computed properties:
HOMO-LUMO gap, eV: 9.052
E_HOMO, eV: -9.372
SMILES string: C=C=C1N=N1.C=C(F)F

***

Run b
The following is a DFT calculation (the ωB97M-V functional and the def2-TZVPD basis) of a 2-piece molecular cluster, C5H4F2N2 overall.

Atoms and positions in Å:
N: -4.41840 0.28333 -0.14548
C: -3.41344 -0.00817 -0.63615
C: -2.04453 -0.20500 -1.00580
C: -1.34246 -1.04105 -0.33866
N: -0.57740 -1.72128 0.30547
H: -1.60738 0.73185 -1.27319
H: 0.00994 -2.46859 0.10554
C: 1.36827 0.96881 0.45831
C: 1.81836 0.07522 -0.39475
F: 1.51444 0.32206 -1.65389
F: 2.43777 -1.13298 -0.38898
H: 1.43057 0.96616 1.56594
H: 0.87677 1.88722 -0.01981

Computed properties:
HOMO-LUMO gap, eV: 10.065
E_HOMO, eV: -9.631
SMILES string: N#CC=C=N.C=C(F)F

***

Q: What are the energies relative to the best structure? A: run a 64.8; run b 0.0, in kcal/mol.

***

Run a
The following is a DFT calculation (the ωB97M-V functional and the def2-TZVPD basis) of C4H6NP in the gas phase.

Atoms and positions in Å:
C: 0.46509 -0.43671 1.03491
C: 1.38480 -0.63895 0.04070
C: -0.46423 0.54618 -1.79366
C: -0.59217 0.45488 0.91518
N: -1.84208 0.29604 1.22842
P: 1.07969 0.07081 -1.53028
H: 0.68366 -0.81114 2.03481
H: 2.27671 -1.22506 0.19797
H: -0.61618 1.19733 -2.65142
H: -2.29338 -0.60243 1.39897
H: -2.46830 1.08893 1.17969
H: 2.38639 0.06012 -2.05527

Computed properties:
HOMO-LUMO gap, eV: 7.837
E_HOMO, eV: -7.436

***

Run b
The following is a DFT calculation (the ωB97M-V functional and the def2-TZVPD basis) of C4H6NP in the gas phase.

Atoms and positions in Å:
C: 0.27986 -2.54308 -0.20239
C: 0.59457 -1.43507 0.06398
C: 0.73044 -0.02153 0.35140
C: -0.39423 0.73006 -0.34544
N: -0.41345 2.15776 -0.20317
P: -1.01645 3.24536 -1.19419
H: 0.12291 -3.57728 -0.21443
H: 0.62700 0.05791 1.51644
H: 1.82047 0.28778 0.07464
H: -0.24752 0.73058 -1.31563
H: -1.37614 0.22885 -0.02657
H: 0.16953 2.51796 0.61344

Computed properties:
HOMO-LUMO gap (alpha / beta), eV: 6.844 / 6.844
E_HOMO (alpha / beta), eV: -7.055 / -7.056

***

Q: What are the energies relative to the best structure? A: run a 32.1; run b 0.0, in kcal/mol.

***

Run a
The following is a DFT calculation (the ωB97M-V functional and the def2-TZVPD basis) of C3H2O in the gas phase.

Atoms and positions in Å:
C: 1.42512 -0.30315 -0.02587
C: 0.24833 -0.23310 -0.16842
C: -1.09867 0.21726 -0.07921
O: -1.96910 -0.57980 -0.01147
H: 2.47023 -0.44896 0.18050
H: -1.07590 1.34775 0.10448

Computed properties:
HOMO-LUMO gap, eV: 10.820
E_HOMO, eV: -10.668
SMILES string: C#CC=O

***

Run b
The following is a DFT calculation (the ωB97M-V functional and the def2-TZVPD basis) of C3H2O in the gas phase.

Atoms and positions in Å:
C: -0.77037 -0.38289 1.17144
C: -0.41187 0.38031 0.30706
C: 0.49436 0.43059 -0.83080
O: 0.27019 -0.20152 -1.83246
H: -1.03056 -1.17691 1.82767
H: 1.44825 0.95042 -0.64291

Computed properties:
HOMO-LUMO gap, eV: 10.681
E_HOMO, eV: -10.574
SMILES string: C#CC=O

***

Q: What are the energies relative to the best structure? A: run a 0.0; run b 3.0, in kcal/mol.